(1)
20
Properties=species:S:1:pos:R:3:mulliken_charge:R:1 method="wB97M-V/def2-TZVPD" total_energy_ha=-3325.3371 mol_weight_g_mol=235.04
C 2.17231 -0.00955 -1.05473 -0.31
C 2.71860 -1.19519 -0.66460 -0.60
C 0.95868 0.56515 -0.64400 0.29
C 1.94828 -2.00966 0.23352 0.72
C 0.19398 0.07400 0.32932 -0.04
C 0.80702 -1.67758 0.85460 -0.50
C -2.42204 -0.13220 -0.10950 -1.19
C -1.54595 2.29030 0.64390 -1.29
F 2.52689 -3.26566 0.38437 -0.32
P -1.29746 0.53672 1.23826 0.11
Br -0.30248 -2.60065 2.04301 -0.13
H 2.74865 0.68108 -1.80310 0.18
H 3.54750 -1.76241 -0.93859 0.48
H 0.79764 1.53872 -1.23157 0.24
H -3.44619 0.05535 0.24485 0.35
H -2.35632 -1.13827 -0.09753 0.41
H -2.19202 0.22222 -1.08000 0.42
H -2.11786 2.68905 1.38039 0.44
H -2.09116 2.43305 -0.30158 0.30
H -0.64806 2.70553 0.57296 0.45

=====

(2)
20
Properties=species:S:1:pos:R:3:mulliken_charge:R:1 method="wB97M-V/def2-TZVPD" total_energy_ha=-879.7975 e_above_lowest_kcal_mol=49.9 mol_weight_g_mol=168.63
C 0.13019 1.43198 -0.37743 -1.11
C -1.11731 0.73508 -0.38179 0.42
N -2.35761 1.26189 -0.43450 0.28
N -3.29027 0.32066 -0.62884 -0.87
C -2.65835 -0.83972 -0.77988 -0.94
C -1.25818 -0.69139 -0.54947 0.95
C -0.22152 -1.62294 -0.41331 -0.43
C 1.09117 -1.31963 -0.22410 -0.59
C 1.71540 -0.09458 0.14374 0.82
C 2.09593 0.11592 1.49586 -1.43
Cl 3.01386 0.55779 -0.89707 -0.20
H 0.49882 1.68352 -1.29522 0.45
H 0.32521 2.35955 0.33078 0.26
H -2.67806 2.27394 -0.27865 0.27
H -3.31816 -1.64120 -0.78744 0.50
H -0.37111 -2.76471 -0.59557 0.24
H 1.75200 -2.18631 0.05999 0.26
H 2.71163 1.09698 1.58092 0.33
H 2.59280 -0.76190 1.85775 0.43
H 1.34355 0.08508 2.17423 0.37

=====

(3)
20
Properties=species:S:1:pos:R:3:mulliken_charge:R:1 method="wB97M-V/def2-TZVPD" total_energy_ha=-1243.7867 e_above_lowest_kcal_mol=24.4 smiles="CC(C)=C1C=C[C@@H](C(=O)Cl)S1" mol_weight_g_mol=188.68
C 0.36821 -1.87498 -1.67949 -1.32
C 0.49067 -1.28527 -0.33623 0.85
C 1.50391 -1.80625 0.63207 -1.26
C -0.35529 -0.36149 0.10399 0.31
C -0.48163 0.14020 1.40044 -0.61
C -1.06544 1.31602 1.48060 -0.57
C -1.48769 1.95427 0.17768 -0.27
C -0.52065 2.83303 -0.47668 0.50
O -0.74515 3.79979 -1.11057 -0.45
Cl 1.23699 2.38531 -0.03098 -0.20
S -1.38193 0.52804 -1.11994 -0.25
H -0.56732 -1.45944 -2.27294 0.29
H 0.20084 -2.89512 -1.58698 0.37
H 1.12830 -1.51824 -2.38905 0.33
H 1.48406 -1.11285 1.48934 0.27
H 2.53132 -1.82311 0.09236 0.32
H 1.26495 -2.77757 0.79912 0.37
H -0.10273 -0.38603 2.22770 0.55
H -1.07792 1.97908 2.45657 0.23
H -2.42353 2.36463 0.14301 0.54

=====

(4)
29
Properties=species:S:1:pos:R:3:mulliken_charge:R:1 method="wB97M-V/def2-TZVPD" multiplicity=9 s2=20.2494 total_energy_ha=-4116.0361 e_above_lowest_kcal_mol=0.0 mol_weight_g_mol=608.88 total_charge=+4
I 0.89365 -3.62616 1.27974 0.66
I 1.38853 3.25929 1.36690 0.62
Cr -0.00833 1.10480 1.44353 0.19
Fe -0.13649 -1.44595 1.06312 0.13
S 1.08043 -0.09782 -0.04816 0.01
C -1.56172 -1.86580 0.10305 0.43
C -0.70733 -1.65445 2.97407 0.56
C 0.56720 -0.02379 -1.87065 1.40
C 1.44254 1.07063 -2.49484 -1.55
C -0.91675 0.25603 -2.10593 -1.37
C 0.97930 -1.40016 -2.40408 -1.44
C -0.74104 1.71792 3.33537 0.36
C -1.46364 1.98654 0.58799 0.31
O -1.40458 -2.25006 3.68298 -0.05
O -2.37914 -2.50858 -0.42436 -0.04
O -1.46064 2.42314 3.92491 -0.01
O -2.29544 2.52995 -0.03902 0.00
H 1.24314 1.14836 -3.57995 0.46
H 2.50842 0.83010 -2.34210 0.48
H 1.24618 2.05133 -2.02835 0.38
H -1.23475 -0.27707 -3.01723 0.39
H -1.10548 1.32981 -2.24082 0.37
H -1.54939 -0.10989 -1.28697 0.21
H 0.78452 -1.45914 -3.48473 0.50
H 0.42269 -2.20542 -1.90006 0.34
H 2.05278 -1.56307 -2.21922 0.47
O 0.21919 0.74239 4.71601 -0.05
N 0.80334 -0.16969 4.06234 0.39
O 1.33282 0.20674 2.94645 -0.14

=====

(5)
20
Properties=species:S:1:pos:R:3:mulliken_charge:R:1 method="wB97M-V/def2-TZVPD" total_energy_ha=-883.4437 e_above_lowest_kcal_mol=3.0 smiles="FC1=C2OCCC[C@H]2SC=C1" mol_weight_g_mol=172.22
F 3.05397 0.56042 -0.20673 -0.28
C 1.91226 0.12405 -0.73457 0.83
C 0.85617 0.02480 0.04039 -0.12
O 0.89614 0.47738 1.37514 -0.40
C -0.16696 0.08339 2.19006 -0.67
C -1.52460 0.48928 1.62588 -0.56
C -1.57512 0.47978 0.13723 -0.62
C -0.58791 -0.51817 -0.33929 -0.01
S -0.70054 -0.84791 -2.24877 -0.24
C 0.92540 -0.68480 -2.84930 -0.32
C 1.92886 -0.29469 -2.11442 -0.61
H -0.04774 0.62820 3.08333 0.37
H -0.16338 -0.94523 2.41220 0.36
H -1.73653 1.37574 2.23886 0.33
H -2.20861 -0.28354 2.00787 0.24
H -2.59038 0.41037 -0.03438 0.39
H -1.40109 1.49136 -0.29025 0.31
H -0.74268 -1.52480 0.15650 0.32
H 1.05270 -1.08559 -3.84276 0.36
H 2.82003 0.03996 -2.60697 0.31

=====

(6)
21
Properties=species:S:1:pos:R:3:mulliken_charge:R:1 method="wB97M-V/def2-TZVPD" total_energy_ha=-1035.5056 e_above_lowest_kcal_mol=0.0 mol_weight_g_mol=388.97
C -0.95714 -0.05424 -1.04491 -0.53
C 1.06720 0.03601 0.30908 -0.96
C -0.14661 0.04100 -2.21704 -0.29
C 1.77019 0.37523 -0.90201 -0.59
C -0.37901 -0.20526 0.17690 0.78
C 1.17991 0.22505 -2.18652 0.54
C -0.73979 -0.08823 2.61202 -0.88
C -1.20634 -0.43404 1.42190 -0.18
N -1.53892 -4.44035 1.25401 -0.61
O 1.92226 0.30278 -3.31630 -0.52
I -2.69443 -3.47885 -0.18607 0.16
I -0.01772 -3.49692 2.38006 0.16
H -1.98750 -0.04112 -1.32233 0.47
H 1.44215 0.14679 1.25105 0.41
H -0.68176 0.14062 -3.11973 0.42
H 2.83730 0.55445 -0.91198 0.21
H 0.22036 0.37216 2.87369 0.27
H -1.45642 -0.28335 3.47118 0.22
H -2.16825 -4.87964 1.95179 0.31
H -2.20352 -0.92815 1.40888 0.31
H 2.76466 0.74856 -3.04853 0.31

=====

(7)
26
Properties=species:S:1:pos:R:3:mulliken_charge:R:1 method="wB97M-V/def2-TZVPD" total_energy_ha=-1383.5208 mol_weight_g_mol=360.05 total_charge=+2
O 1.04317 1.16951 -5.23928 -0.14
C 0.85460 1.77108 -4.28491 0.13
In -0.12624 2.08144 0.61207 0.87
C -0.76050 3.14204 2.78830 0.21
O -1.00543 3.74558 3.72791 -0.04
C -0.00554 4.26862 -0.22305 0.05
O 0.14961 5.40591 0.03882 -0.24
C -2.32857 3.18148 -0.53980 0.15
O -3.05531 3.48837 -1.36644 -0.10
C 2.29648 1.92123 0.60452 0.19
O 3.42080 2.07378 0.44846 -0.03
H 0.35529 3.51599 -1.11995 0.21
C -0.02626 -3.41455 -1.13538 -0.76
N -0.50278 -2.06419 -0.83972 -0.19
C -0.57602 -1.39393 0.31854 0.64
S -1.59376 0.04684 0.35537 -0.33
N 0.08096 -1.73223 1.43225 -0.09
C 0.55601 -3.05791 1.79744 -1.19
H 0.62902 -3.83188 -0.36938 0.29
H 0.51261 -3.37810 -2.08858 0.31
H -0.88944 -4.07478 -1.28432 0.34
H -1.02274 -1.59647 -1.58233 0.25
H -0.06468 -1.07517 2.19815 0.26
H 1.49782 -3.29242 1.29551 0.39
H 0.74949 -3.07048 2.87257 0.38
H -0.18860 -3.82974 1.58320 0.43

=====

(8)
18
Properties=species:S:1:pos:R:3:mulliken_charge:R:1 method="wB97M-V/def2-TZVPD" total_energy_ha=-364.8015 e_above_lowest_kcal_mol=111.6 mol_weight_g_mol=119.17
C 0.04231 2.22434 -0.62914 -0.40
C 1.45880 2.26297 -0.84736 -0.69
C -0.25835 0.95297 -0.26955 0.53
C 1.01398 0.19962 -0.19031 -0.66
C -0.94563 -0.30101 0.15346 0.55
C 0.19230 -1.00616 0.24351 0.37
C -2.33479 -0.47444 0.35225 -1.28
C 0.54206 -2.26023 0.82925 -1.20
N 1.95165 1.01731 -0.62698 -0.03
H -0.75606 3.02966 -0.84675 0.28
H 1.97603 2.96684 -1.41844 0.36
H -2.52581 -1.47841 0.19470 0.36
H -2.70530 0.17781 -0.39844 0.36
H -2.40631 -0.24303 1.44761 0.25
H -0.33647 -2.90277 0.49068 0.30
H 0.64081 -2.35450 1.91675 0.24
H 1.42306 -2.71662 0.39212 0.34
H 3.02772 0.90565 -0.79336 0.30

=====

(9)
21
Properties=species:S:1:pos:R:3:mulliken_charge:R:1 method="wB97M-V/def2-TZVPD" total_energy_ha=-570.0460 e_above_lowest_kcal_mol=131.1 mol_weight_g_mol=165.17 total_charge=-1
C 1.90044 0.71698 -0.09342 -0.71
C 0.63215 1.19966 0.01351 1.08
C -0.43231 0.28413 0.18810 -0.75
C -0.23032 -1.07124 0.07995 1.13
C 1.10748 -1.63217 -0.06981 0.13
C 1.49505 -2.87531 -0.05154 -1.17
C -2.52577 0.80224 -0.12628 -0.54
C 0.32405 2.69216 0.11738 -1.40
N 2.10959 -0.62869 0.06099 -0.11
N -3.04681 -0.28660 0.22462 0.24
O -4.30815 -0.50543 0.28532 -0.78
O -1.15048 -1.92395 -0.01479 -0.85
H 2.71589 1.45350 -0.09341 0.24
H 2.49615 -3.12239 -0.36520 0.30
H 0.65228 -3.56637 -0.10326 0.33
H -3.04824 1.72174 -0.34256 0.39
H -0.49823 2.84752 0.79075 0.39
H -0.10650 2.98210 -0.83738 0.30
H 1.26616 3.32067 0.05639 0.28
H 3.01478 -1.13854 0.18279 0.21
H -2.36722 -1.27000 0.09785 0.29

=====

(10)
20
Properties=species:S:1:pos:R:3:mulliken_charge:R:1 method="wB97M-V/def2-TZVPD" total_energy_ha=-817.5450 e_above_lowest_kcal_mol=122.9 mol_weight_g_mol=165.24 total_charge=+1
C 3.07513 -0.56660 0.60312 -0.35
C 3.34462 0.64928 -0.11264 -0.44
C 1.88418 -1.14672 0.50759 -0.58
C 2.35017 1.33030 -0.71818 -0.51
C 0.80478 -0.54542 -0.15273 0.69
C 1.01725 0.89526 -0.82432 1.02
C -3.61768 -0.64773 0.24968 -1.18
C -2.61082 0.47746 0.21842 -0.21
N -0.35887 -0.98995 -0.25022 -0.41
N 0.02210 1.49483 -1.19037 -0.64
S -1.48787 -0.17051 -1.10196 0.24
H 3.92817 -1.03302 1.10683 0.40
H 4.31356 1.00249 -0.22990 0.47
H 1.48714 -2.11876 0.99262 0.34
H 2.51307 2.23553 -1.27051 0.39
H -3.03401 -1.64949 0.23875 0.35
H -4.07927 -0.58972 1.15949 0.37
H -4.31273 -0.65286 -0.57021 0.35
H -2.14938 0.51938 1.22961 0.30
H -3.08955 1.50627 0.11491 0.40

=====

(11)
21
Properties=species:S:1:pos:R:3:mulliken_charge:R:1 method="wB97M-V/def2-TZVPD" total_energy_ha=-548.9711 e_above_lowest_kcal_mol=0.0 smiles="CN1C(=[NH2+])[N+](=O)c2ccccc21" mol_weight_g_mol=163.18 total_charge=+2
C 1.33410 2.14262 0.13174 -0.99
N 0.96971 0.71123 0.06819 0.00
C 1.76304 -0.38086 0.08303 0.45
N 2.98757 -0.70384 -0.06339 -0.25
N 0.78646 -1.56180 0.08868 0.67
O 1.21475 -2.68416 0.02256 -0.50
C -0.51012 -1.10023 0.17573 0.21
C -1.74727 -1.80506 0.10520 -0.70
C -2.88131 -0.93883 0.01699 -0.54
C -2.73381 0.46560 0.00785 -0.53
C -1.47569 1.08841 -0.08066 -0.42
C -0.37595 0.31248 0.05230 0.83
H 0.83333 2.51288 -0.69020 0.47
H 1.23232 2.46725 1.09421 0.33
H 2.30685 2.18968 -0.26350 0.41
H 3.65404 0.03808 -0.23391 0.28
H 3.25158 -1.75608 -0.13551 0.33
H -1.69015 -2.82269 0.03352 0.60
H -3.88527 -1.47455 -0.12159 0.37
H -3.47221 1.21450 -0.03762 0.47
H -1.56197 2.08535 -0.25362 0.50

=====

(12)
22
Properties=species:S:1:pos:R:3:mulliken_charge:R:1 method="wB97M-V/def2-TZVPD" total_energy_ha=-624.7586 e_above_lowest_kcal_mol=148.0 mol_weight_g_mol=179.18
C 2.35428 -0.74074 -0.32571 -0.64
C 1.87111 -1.94786 -0.01832 -0.04
C -1.71816 -1.13714 -0.03786 0.32
C -0.48048 -1.73108 0.08912 0.62
C -1.80142 0.39977 -0.02031 0.51
C -2.78511 -2.01232 -0.22597 -1.16
C 1.74256 0.63118 -0.40823 0.15
C -0.57289 2.50130 0.09668 -1.05
N 0.58496 -2.23277 0.34253 -0.40
N 0.45974 0.53131 -0.92350 -0.73
N -0.63449 1.07586 -0.20538 0.53
O -2.79480 1.04891 0.25256 -0.63
O 1.91196 1.32518 0.88170 -0.53
H 3.43067 -0.61284 -0.36260 0.28
H 2.53636 -2.87854 0.12178 0.33
H -3.81123 -1.61144 -0.14606 0.34
H -2.68728 -3.08172 -0.07181 0.33
H 2.47503 1.21434 -0.95889 0.33
H 0.36921 2.97513 0.10112 0.35
H -1.00686 2.99026 -0.74275 0.39
H -1.16020 2.71844 0.95106 0.34
H 1.71706 0.57477 1.61085 0.37